(w)
The following is a quantum chemistry calculation of a cluster of 2 separate species, C7H15NO in total, from OMol25.

As for the frontier orbital gap: 10.12 eV. The calculation puts the LUMO energy at 0.76 eV. The highest occupied orbital energy is -9.36 eV. As for the structure (SMILES): CCC(O)CC.C=C=N. The charge is 0.

Element x y z (Å)
H 1.156 -0.810 0.887
H 2.357 -0.788 -1.920
H 1.508 1.556 -1.074
O 0.692 1.859 0.711
C 1.625 -0.298 0.047
H -0.849 0.169 3.412
H -1.946 1.388 0.332
H -2.393 -1.968 0.646
H -0.319 0.808 -2.200
C -1.387 -1.876 0.998
C -1.045 -0.910 1.790
H -0.765 -0.344 -0.934
C -1.646 1.592 -0.693
H -0.687 -2.631 0.698
N -0.796 0.120 2.397
H 2.581 0.064 0.429
C 1.861 -1.281 -1.088
C -0.484 0.700 -1.120
C 0.843 1.019 -0.390
H -2.505 1.414 -1.339
H 0.925 -1.695 -1.456
H 0.150 1.373 1.389
H 2.491 -2.102 -0.754
H -1.366 2.642 -0.766

***

(x)
The following is a quantum chemistry calculation of a cluster of 2 separate species, C7H15NO in total, from OMol25.

As for the frontier orbital gap (spin up / spin down): 7.43 / 7.64 eV. The calculation puts the LUMO energy (spin up / spin down) at 0.77 / 0.74 eV. The highest occupied orbital energy (spin up / spin down) is -6.67 / -6.90 eV. The charge is 0.

Element x y z (Å)
C 2.195 0.885 -1.128
N 1.063 -1.917 -0.239
C -1.897 0.070 0.109
C 1.553 0.462 0.197
H -2.578 -1.934 -0.062
H -1.861 -0.327 -1.991
H -3.727 -0.866 0.746
C 2.614 0.201 1.271
H -2.282 -1.416 1.605
H 1.429 1.099 -1.870
H 3.211 1.095 1.433
C -2.661 -1.101 0.631
H 3.266 -0.611 0.958
H 2.795 1.780 -0.981
C -2.076 0.496 -1.313
H -3.097 0.842 -1.508
H 2.142 -0.079 2.210
H 0.342 -2.618 -0.376
H -1.401 1.320 -1.524
H 2.832 0.089 -1.509
C 0.735 -0.742 -0.033
H 0.888 1.267 0.538
H -1.783 0.858 1.878
O -1.701 1.147 0.960

***

Most stable structure among those shown: (w). Next: +0.0592 hartree.